Entry 1:
One molecule with the formula C5H6N2O at a distorted geometry. Source: the OMol25 dataset; level of theory: wB97M-V/def2-TZVPD.

Each line ends with the Löwdin charge.
Geometry (Å):
C: 1.84 -0.48 0.06  -0.0416
C: 1.10 0.92 -0.07  -0.0745
C: -0.20 0.26 -0.15  -0.2977
C: -2.36 -0.37 -0.02  -0.1196
C: -0.26 -1.06 -0.09  -0.4338
H: 2.54 -0.64 -0.73  0.1033
H: 2.19 -0.52 1.13  0.1412
H: 1.22 1.57 0.82  0.1269
H: 1.29 1.41 -1.02  0.1027
H: -1.73 1.71 -0.03  0.1694
H: -3.48 -0.28 0.03  0.1234
N: -1.48 0.71 0.10  0.0644
N: -1.56 -1.55 -0.03  0.1227
O: 0.88 -1.68 -0.01  0.0133

Output
- relative energy (zero: lowest compared OMol25 entry of this formula, charge and spin) (eV) = 1.717
- SMILES string = c1nc2c([nH]1)CCO2
- net charge = 0
- total energy (hartree) = -378.8079
- spin multiplicity = 1
- orbital gap (eV) = 8.6
- E_HOMO (eV) = -7.8



Entry 2:
A 2-piece molecular cluster, C5H14 overall at a distorted geometry. Source: the OMol25 dataset; level of theory: wB97M-V/def2-TZVPD.

Each line ends with the Löwdin charge.
Geometry (Å):
C: -2.29 0.51 -2.09  -0.2030
C: -0.88 0.86 -1.67  -0.1937
H: -2.85 0.15 -1.23  0.0515
H: -2.76 1.32 -2.71  0.0869
H: -2.34 -0.52 -2.52  0.0672
H: -1.11 1.71 -0.88  0.1014
H: -0.34 1.22 -2.56  0.0622
H: -0.15 0.13 -1.17  0.0450
C: 0.79 -0.62 1.03  -0.3580
C: 1.27 -1.72 1.95  -0.1267
C: 1.35 0.81 1.03  -0.1325
H: 0.94 -1.00 0.00  0.0856
H: -0.34 -0.53 1.04  0.1161
H: 2.41 -1.74 1.95  0.0922
H: 1.20 1.35 2.01  0.0888
H: 2.43 0.88 0.65  0.1011
H: 0.93 -2.67 1.69  0.0363
H: 1.06 -1.55 3.02  0.0729
H: 0.67 1.40 0.47  0.0065

Output
- relative energy (zero: lowest compared OMol25 entry of this formula, charge and spin) (eV) = 1.311
- SMILES string = CCC.CC
- net charge = 0
- total energy (hartree) = -198.8410
- spin multiplicity = 1
- orbital gap (eV) = 12.0
- E_HOMO (eV) = -10.9



What did the second record say?
A 2-piece molecular cluster, C5H14 overall at a distorted geometry. Source: the OMol25 dataset; level of theory: wB97M-V/def2-TZVPD.

Each line ends with the Löwdin charge.
Geometry (Å):
C: -2.29 0.51 -2.09  -0.2030
C: -0.88 0.86 -1.67  -0.1937
H: -2.85 0.15 -1.23  0.0515
H: -2.76 1.32 -2.71  0.0869
H: -2.34 -0.52 -2.52  0.0672
H: -1.11 1.71 -0.88  0.1014
H: -0.34 1.22 -2.56  0.0622
H: -0.15 0.13 -1.17  0.0450
C: 0.79 -0.62 1.03  -0.3580
C: 1.27 -1.72 1.95  -0.1267
C: 1.35 0.81 1.03  -0.1325
H: 0.94 -1.00 0.00  0.0856
H: -0.34 -0.53 1.04  0.1161
H: 2.41 -1.74 1.95  0.0922
H: 1.20 1.35 2.01  0.0888
H: 2.43 0.88 0.65  0.1011
H: 0.93 -2.67 1.69  0.0363
H: 1.06 -1.55 3.02  0.0729
H: 0.67 1.40 0.47  0.0065

Output
- relative energy (zero: lowest compared OMol25 entry of this formula, charge and spin) (eV) = 1.311
- SMILES string = CCC.CC
- net charge = 0
- total energy (hartree) = -198.8410
- spin multiplicity = 1
- orbital gap (eV) = 12.0
- E_HOMO (eV) = -10.9